C9H21BClNO9 | wB97M-V/def2-TZVPD

Each line ends with the Mulliken charge.
Cartesian coordinates (Å):
C: 2.726 1.711 2.165  -1.21
C: 1.604 2.743 2.118  -0.23
O: 0.308 2.154 1.937  -0.41
C: 0.122 1.493 0.733  -0.27
N: -1.146 2.035 0.094  -0.10
C: -0.874 2.520 -1.302  -0.94
C: -2.193 0.943 0.038  -0.68
C: -1.743 -0.251 -0.805  -0.28
C: -1.727 -1.524 0.043  -0.77
O: -1.181 -2.598 -0.678  -0.35
C: 0.208 -2.512 -0.738  0.80
C: 0.756 -2.607 -2.113  -1.01
O: 0.846 -2.344 0.271  -0.56
B: -1.696 3.281 0.885  0.86
O: -2.927 3.180 1.459  -0.51
O: -0.999 4.436 0.941  -0.52
H: 2.343 0.716 2.392  0.30
H: 3.239 1.640 1.204  0.34
H: 3.476 1.978 2.905  0.37
H: 1.803 3.470 1.318  0.25
H: 1.538 3.293 3.054  0.45
H: -0.010 0.424 0.902  0.15
H: 0.952 1.615 0.032  0.37
H: -1.815 2.780 -1.786  0.42
H: -0.358 1.753 -1.871  0.42
H: -0.246 3.408 -1.278  0.37
H: -2.345 0.622 1.069  0.52
H: -3.128 1.363 -0.324  0.38
H: -2.360 -0.376 -1.695  0.47
H: -0.717 -0.122 -1.157  0.04
H: -2.713 -1.780 0.430  0.33
H: -1.096 -1.323 0.918  0.49
H: 0.098 -2.137 -2.841  0.30
H: 0.922 -3.669 -2.336  0.36
H: 1.731 -2.120 -2.117  0.33
H: -3.618 3.668 0.998  0.34
H: -0.076 4.383 0.676  0.26
O: 0.909 -7.200 -0.656  -0.66
Cl: 2.065 -6.464 -1.099  1.68
O: 1.617 -5.361 -1.949  -0.76
O: 2.938 -7.312 -1.865  -0.66
O: 2.767 -5.912 0.031  -0.66

Cartesian forces, eV/Å:
C 0.07 -0.05 -0.39
C 0.33 0.00 0.24
O -0.13 0.02 -0.14
C 0.26 -0.21 0.18
N -0.27 0.16 -0.39
C 0.12 0.16 -0.10
C 0.14 -0.49 0.02
C 0.06 -0.16 0.02
C 0.10 0.10 0.62
O -0.08 0.30 -0.40
C 0.41 -0.14 0.65
C 0.18 0.09 -0.01
O -0.36 0.35 -0.53
B 0.07 0.39 0.85
O 0.25 -0.26 -0.83
O -0.10 -0.41 -0.30
H -0.04 0.05 0.21
H -0.01 -0.04 0.02
H -0.04 0.00 0.06
H -0.10 0.02 -0.02
H -0.14 -0.05 -0.03
H -0.09 0.04 -0.04
H -0.02 0.20 0.04
H -0.01 -0.09 0.02
H -0.12 -0.06 -0.01
H 0.03 -0.05 0.07
H -0.08 0.16 0.03
H 0.10 0.18 0.03
H -0.03 -0.01 0.03
H -0.03 0.04 -0.07
H -0.05 -0.17 -0.28
H -0.10 -0.15 0.08
H -0.12 -0.15 -0.01
H -0.10 0.11 -0.06
H 0.03 -0.12 0.00
H -0.12 0.18 0.44
H 0.02 0.16 0.00
O -0.01 -0.04 0.04
Cl -0.09 0.17 -0.12
O 0.07 -0.22 0.00
O 0.02 -0.03 0.02
O 0.03 -0.01 0.06

Calculated values
- HOMO (eV) = -7.5
- frontier orbital gap (eV) = 6.19
- E (Ha) = -1572.22433